No. 1
{"formula": "C23H53FN2O9S2", "method": "ωB97M-V with the def2-TZVPD basis set", "symbols": ["C", "C", "O", "N", "C", "C", "C", "C", "C", "N", "C", "C", "C", "C", "S", "O", "O", "O", "S", "O", "O", "F", "H", "H", "H", "H", "H", "H", "H", "H", "H", "H", "H", "H", "H", "H", "H", "H", "H", "H", "H", "H", "H", "H", "H", "C", "C", "O", "C", "C", "H", "H", "H", "H", "H", "H", "H", "H", "H", "H", "C", "C", "O", "C", "C", "H", "H", "H", "H", "H", "H", "H", "H", "H", "H", "C", "C", "O", "C", "C", "H", "H", "H", "H", "H", "H", "H", "H", "H", "H"], "positions_angstrom": [[-2.851, 0.048, -1.211], [-1.595, 0.527, -1.959], [-1.721, 1.375, -2.794], [-0.386, -0.114, -1.624], [-0.580, -1.559, -1.989], [0.757, 0.451, -2.333], [2.112, 0.284, -1.589], [2.108, -0.742, -0.428], [3.462, -0.650, 0.337], [3.296, -0.336, 1.774], [4.576, -0.345, 2.532], [5.669, 0.556, 1.929], [5.527, 2.024, 2.403], [4.232, 2.720, 1.925], [2.968, 2.886, 3.204], [3.370, 2.364, 4.480], [1.813, 2.191, 2.738], [2.641, 4.452, 3.355], [2.375, -1.575, 2.466], [2.476, -2.776, 1.714], [2.738, -1.782, 3.818], [0.912, -1.032, 2.481], [-3.229, -0.847, -1.721], [-2.672, -0.114, -0.147], [-3.611, 0.816, -1.371], [-1.066, -2.075, -1.156], [0.388, -1.998, -2.219], [-1.256, -1.617, -2.854], [0.636, 1.514, -2.549], [0.875, -0.020, -3.324], [2.451, 1.244, -1.171], [2.907, -0.023, -2.282], [1.253, -0.526, 0.214], [2.083, -1.747, -0.857], [4.013, 0.159, -0.155], [4.070, -1.556, 0.219], [4.995, -1.350, 2.682], [4.353, 0.061, 3.523], [5.794, 0.471, 0.846], [6.615, 0.212, 2.369], [6.408, 2.610, 2.124], [5.555, 1.975, 3.498], [3.755, 2.226, 1.078], [4.488, 3.738, 1.604], [2.175, 4.559, 4.204], [8.042, 0.835, 8.627], [7.822, 2.148, 7.896], [7.192, 1.999, 6.637], [5.889, 1.437, 6.655], [4.877, 2.261, 7.429], [8.552, 0.117, 7.982], [8.644, 0.995, 9.523], [7.098, 0.384, 8.938], [8.790, 2.609, 7.693], [7.265, 2.855, 8.521], [5.922, 0.407, 7.029], [5.573, 1.379, 5.614], [5.094, 2.266, 8.499], [3.876, 1.851, 7.294], [4.884, 3.297, 7.087], [-3.754, 0.811, -4.962], [-5.141, 0.201, -4.848], [-6.061, 1.012, -4.138], [-6.332, 2.282, -4.700], [-6.953, 2.215, -6.086], [-3.384, 1.111, -3.983], [-3.057, 0.093, -5.399], [-3.757, 1.699, -5.598], [-5.071, -0.735, -4.290], [-5.541, -0.056, -5.836], [-5.426, 2.898, -4.707], [-7.033, 2.767, -4.019], [-6.249, 1.826, -6.824], [-7.261, 3.209, -6.412], [-7.824, 1.557, -6.084], [-6.822, -4.899, -5.701], [-6.692, -5.217, -4.221], [-6.390, -4.088, -3.422], [-7.351, -3.046, -3.427], [-8.710, -3.469, -2.895], [-5.946, -4.353, -6.055], [-6.923, -5.818, -6.279], [-7.698, -4.281, -5.904], [-5.866, -5.914, -4.078], [-7.592, -5.720, -3.849], [-7.439, -2.613, -4.430], [-6.950, -2.261, -2.785], [-9.199, -4.183, -3.560], [-9.366, -2.603, -2.799], [-8.608, -3.947, -1.919]], "mulliken_charge": [-1.200, 0.631, -0.630, 0.249, -1.214, -1.021, -0.546, -0.132, -1.421, 0.617, -1.311, -0.779, -0.390, -0.248, 1.063, -0.528, -0.597, -0.495, 1.142, -0.602, -0.656, -0.190, 0.281, 0.357, 0.410, 0.262, 0.457, 0.435, 0.512, 0.384, 0.226, 0.241, 0.459, 0.114, 0.714, 0.286, 0.562, 0.581, 0.336, 0.472, 0.478, -0.113, -0.191, 0.586, 0.400, -1.031, -0.302, -0.414, 0.609, -1.161, 0.284, 0.394, 0.264, 0.328, 0.287, 0.255, -0.475, 0.382, 0.354, 0.286, -1.277, -0.120, -0.417, -0.284, -1.093, 0.305, 0.420, 0.338, 0.193, 0.288, 0.293, 0.341, 0.274, 0.406, 0.275, -1.030, -0.295, -0.417, -0.099, -1.271, 0.267, 0.390, 0.267, 0.319, 0.303, 0.243, 0.319, 0.282, 0.406, 0.323], "smiles": "CC(=O)N(C)CCCCN(CCCCS(=O)(=O)O)S(=O)(=O)F.CCOCC.CCOCC.CCOCC", "homo_ev": -9.48, "fmax_ev_per_a": 2.65, "total_energy_ha": -2590.942341}


No. 2
{"formula": "C23H54BNO16P3S5", "method": "ωB97M-V with the def2-TZVPD basis set", "symbols": ["C", "C", "O", "C", "B", "P", "P", "O", "O", "O", "P", "N", "O", "O", "H", "H", "H", "H", "H", "H", "H", "H", "H", "H", "H", "H", "H", "H", "C", "C", "C", "S", "O", "O", "C", "H", "H", "H", "H", "H", "H", "H", "H", "C", "C", "C", "S", "O", "O", "C", "H", "H", "H", "H", "H", "H", "H", "H", "C", "C", "C", "S", "O", "O", "C", "H", "H", "H", "H", "H", "H", "H", "H", "C", "C", "C", "S", "O", "O", "C", "H", "H", "H", "H", "H", "H", "H", "H", "C", "C", "C", "S", "O", "O", "C", "H", "H", "H", "H", "H", "H", "H", "H"], "positions_angstrom": [[2.062, 1.250, 3.498], [0.588, 0.924, 3.649], [-0.018, 0.634, 2.410], [-1.264, 1.317, 2.166], [-2.584, 0.460, 2.563], [-2.441, -1.390, 1.973], [-0.816, -2.411, 2.952], [-0.652, -2.272, 4.408], [-1.107, -3.993, 2.665], [0.553, -2.123, 2.173], [-3.158, 0.741, 4.390], [-3.776, 2.181, 4.602], [-1.966, 0.439, 5.479], [-4.318, -0.409, 4.712], [2.207, 2.288, 3.203], [2.511, 1.145, 4.484], [2.563, 0.541, 2.848], [0.514, 0.032, 4.272], [0.057, 1.701, 4.194], [-1.313, 1.452, 1.087], [-1.284, 2.321, 2.593], [-3.506, 0.913, 1.922], [-3.559, -2.059, 2.518], [-0.593, -4.463, 3.341], [0.332, -1.563, 1.399], [-3.268, 2.648, 5.349], [-2.243, -0.231, 6.120], [-4.555, -0.261, 5.645], [-0.698, 0.331, -3.801], [0.826, 0.189, -3.637], [1.198, 0.766, -2.264], [-0.251, 0.550, -1.231], [-0.760, 1.857, -0.900], [0.027, -0.451, -0.232], [-1.299, -0.155, -2.487], [-1.074, -0.241, -4.646], [-0.956, 1.381, -3.961], [1.097, -0.869, -3.677], [1.370, 0.696, -4.434], [2.033, 0.244, -1.811], [1.415, 1.829, -2.317], [-2.321, 0.169, -2.324], [-1.232, -1.239, -2.391], [-5.392, -4.045, -4.735], [-4.834, -4.335, -3.336], [-3.620, -3.423, -3.123], [-3.909, -1.968, -4.137], [-2.898, -1.919, -5.170], [-4.170, -0.837, -3.284], [-5.445, -2.527, -4.850], [-6.376, -4.491, -4.876], [-4.722, -4.454, -5.497], [-5.596, -4.108, -2.591], [-4.561, -5.384, -3.218], [-3.517, -3.115, -2.084], [-2.696, -3.887, -3.464], [-5.526, -2.170, -5.874], [-6.241, -2.111, -4.234], [5.026, 1.818, 0.939], [5.813, 0.515, 0.751], [5.644, 0.087, -0.713], [5.381, 1.597, -1.649], [4.043, 1.574, -2.189], [6.526, 1.854, -2.490], [5.402, 2.704, -0.247], [5.261, 2.300, 1.887], [3.953, 1.612, 0.925], [6.866, 0.695, 0.970], [5.469, -0.266, 1.428], [6.526, -0.416, -1.101], [4.767, -0.544, -0.849], [4.702, 3.519, -0.419], [6.416, 3.090, -0.149], [11.718, 2.355, 2.334], [11.014, 2.554, 3.683], [9.505, 2.610, 3.410], [9.230, 1.636, 1.926], [8.763, 2.508, 0.879], [8.533, 0.426, 2.276], [10.949, 1.245, 1.623], [12.768, 2.096, 2.459], [11.666, 3.277, 1.750], [11.239, 1.710, 4.338], [11.354, 3.458, 4.187], [8.925, 2.183, 4.223], [9.169, 3.624, 3.206], [11.129, 1.208, 0.551], [11.150, 0.273, 2.072], [-10.403, -0.728, -1.752], [-9.434, 0.275, -1.111], [-8.012, -0.140, -1.508], [-8.162, -0.979, -3.087], [-7.803, -2.367, -2.905], [-7.579, -0.173, -4.128], [-9.945, -0.883, -3.200], [-11.436, -0.389, -1.696], [-10.334, -1.688, -1.236], [-9.645, 1.277, -1.490], [-9.542, 0.307, -0.029], [-7.350, 0.714, -1.626], [-7.582, -0.844, -0.798], [-10.328, -1.778, -3.685], [-10.189, -0.001, -3.791]], "mulliken_charge": [-1.459, -0.181, 0.149, -0.576, 0.410, -0.297, 0.921, -0.696, -0.536, -0.412, 0.729, -0.961, -0.438, -0.462, 0.348, 0.458, 0.212, 0.192, 0.441, -0.101, 0.344, -0.236, 0.100, 0.301, 0.414, 0.181, 0.275, 0.288, -0.516, -0.767, -0.466, 1.438, -0.858, -0.715, -0.945, 0.336, 0.263, 0.297, 0.364, 0.077, 0.350, 0.534, 0.226, -0.739, -0.653, -0.707, 1.289, -0.728, -0.634, 0.297, 0.390, 0.343, 0.226, 0.397, 0.421, 0.359, 0.541, -0.796, -0.340, 0.243, -0.834, 1.019, -0.563, -0.722, -0.791, 0.410, 0.093, -0.507, 0.467, 0.431, 0.319, 0.466, 0.282, -0.570, -0.625, -0.730, 1.271, -0.663, -0.720, -0.779, 0.355, 0.287, 0.297, 0.325, 0.387, 0.387, 0.400, 0.353, -0.531, -0.649, -0.711, 1.310, -0.685, -0.711, -0.815, 0.357, 0.278, 0.293, 0.331, 0.410, 0.408, 0.384, 0.350], "charge": -1, "homo_ev": -3.92, "fmax_ev_per_a": 1.44, "total_energy_ha": -5207.370236}